Molecular formula: C4H12NO2
Method: DFT, ωB97M-V with the def2-TZVPD basis set

Element x y z (Å)
O1 -0.331 0.557 2.806
O2 1.292 -4.374 -1.807
N1 -0.639 -0.861 -0.078
C1 0.199 0.244 0.444
C2 -0.499 1.582 0.296
C3 -0.525 2.123 -1.107
C4 0.444 -0.086 1.919
H1 1.741 -3.617 -2.197
H2 0.614 -3.989 -1.244
H3 1.093 0.280 -0.193
H4 -1.084 -0.563 -0.935
H5 0.463 -1.181 1.968
H6 -1.448 1.571 0.841
H7 1.488 0.175 2.193
H8 0.456 1.978 -1.569
H9 -1.343 1.746 -1.699
H10 -0.571 3.220 -1.200
H11 0.007 2.287 0.971
H12 -1.359 -1.093 0.591

Results
E_HOMO (spin up / spin down) in eV: -9.660 / -9.651
2S+1: 2
<S²>: 0.7542
Net charge: 0
Energy relative to the best compared isomer or geometry (same formula, charge and spin) in eV: 0.494